# C8H14N2O3S

The molecule C8H14N2O3S (ωB97M-V with the def2-TZVPD basis set, the OMol25 dataset).

## Properties
Structure (SMILES): N[C@@H](CS)C(=O)N1CCC[C@H]1C(=O)O
Max |F|, eV/A: 3.230
DFT total energy, Ha: -1046.6748
Orbital gap, Eh: 0.35935
HOMO energy, eV: -9.144
Molecular weight, g mol⁻¹: 218.28

CARTESIAN COORDINATES (ANGSTROEM)
1 N -2.22007 1.46845 -0.09315
2 C -1.92472 0.24042 0.58479
3 C -3.14011 -0.69649 0.76620
4 S -4.06339 -1.05058 -0.75512
5 C -0.73388 -0.51341 -0.10634
6 O -0.75169 -1.75918 -0.26523
7 N 0.38882 0.18413 -0.31825
8 C 0.80267 1.52600 0.23425
9 C 2.33646 1.51102 0.10678
10 C 2.60665 0.59714 -1.12347
11 C 1.52846 -0.55728 -0.91717
12 C 2.02730 -1.73179 -0.02746
13 O 2.81445 -2.57552 -0.41012
14 O 1.67733 -1.66359 1.25596
15 H -2.56584 1.18216 -0.99495
16 H -3.04416 1.85052 0.41331
17 H -1.60433 0.42256 1.66353
18 H -3.79543 -0.34193 1.57788
19 H -2.82131 -1.64958 1.19884
20 H -3.00525 -1.79644 -1.32235
21 H 0.42951 1.59161 1.24697
22 H 0.29925 2.35319 -0.28480
23 H 2.73712 2.47190 -0.12910
24 H 2.78754 1.16884 0.99560
25 H 3.64739 0.26606 -1.12196
26 H 2.40052 1.06561 -2.03258
27 H 1.14630 -1.07604 -1.83432
28 H 2.04041 -2.48780 1.69222

Let us look at the Mulliken charges, expressed in e, one per atom: N -0.5591; C -0.0607; C -1.0045; S -0.2702; C 0.5386; O -0.7054; N 0.0844; C -0.5798; C -0.7183; C -0.8447; C -0.0154; C 0.2194; O -0.6226; O -0.4307; H 0.3115; H 0.3114; H 0.3079; H 0.5127; H 0.3784; H 0.1671; H 0.3321; H 0.3508; H 0.3860; H 0.3696; H 0.3706; H 0.4064; H 0.4141; H 0.3503